Record 1
20
Properties=species:S:1:pos:R:3:forces:R:3 method="wB97M-V/def2-TZVPD" spin_multiplicity=1 mol_weight_g_mol=118.16 homo_lumo_gap_ha=0.285 homo_ha=-0.1327 charge=-1 largest_force_ha_per_bohr=0.0738
H -0.971917 -2.762086 -2.258833 -0.5 -0.4 -0.2
C -1.371480 -1.822475 -2.629513 0.8 2.0 1.1
C -1.186631 0.016492 -1.101059 -0.4 1.2 2.4
H 0.956037 -1.335852 3.058525 -0.1 0.2 -0.2
N 0.284686 0.462096 2.154984 0.2 0.0 0.8
N -1.796675 -1.045025 -1.419996 -0.5 -1.1 -0.1
C 0.709506 1.639469 1.386178 3.3 -1.6 -0.9
H -0.358516 -0.012354 1.563180 -0.8 -0.4 -0.4
H -0.516247 -1.265600 -3.021181 0.0 -0.2 -0.6
H 0.577574 1.051596 -0.861964 -0.2 0.0 0.3
C 1.341421 -0.534957 2.410880 0.4 0.3 0.0
H 1.438605 2.153451 2.066286 -0.3 -0.1 -0.4
H 1.766861 -0.988441 1.500153 -0.2 0.2 0.1
H 2.202960 -0.098528 2.947624 -0.4 0.1 -0.1
H -0.602066 1.597109 -2.087207 0.0 0.0 -0.1
H -0.085969 2.333302 1.227245 -1.2 0.3 -0.1
H -1.387046 0.501772 -0.034063 -0.6 -1.4 -1.6
N -0.203494 0.750807 -1.697380 0.9 -0.1 -1.6
H -2.162599 -1.900324 -3.380892 0.1 -0.2 0.3
O 1.364985 1.259549 0.177024 -0.5 0.9 1.4


Record 2
20
Properties=species:S:1:pos:R:3:forces:R:3 method="wB97M-V/def2-TZVPD" spin_multiplicity=1 mol_weight_g_mol=118.16 homo_lumo_gap_ha=0.264 homo_ha=-0.1106 charge=-1 largest_force_ha_per_bohr=0.0735
H 1.354815 -0.639174 3.881785 0.0 -0.2 -0.2
H -0.945636 2.410773 1.074242 -0.2 -0.6 0.2
H 0.460055 0.463296 -4.617794 0.4 -1.1 1.1
N -1.170095 1.414195 1.150771 0.1 0.3 1.0
H -0.021260 -1.475701 4.337898 0.5 0.3 -0.2
H 0.687325 0.987412 -2.064825 -0.1 0.2 -0.2
H -0.852308 1.647427 3.263733 -0.1 -0.1 -0.1
O -0.029676 -0.425231 -0.307923 0.3 -1.1 -0.1
N 0.348727 -0.613973 3.933434 -1.2 0.0 1.0
C 0.082998 0.216856 -2.551244 2.9 -2.4 -0.6
C 0.158174 -0.970129 -1.547093 -0.2 1.5 0.5
C -0.312480 -0.301568 2.701896 -0.1 0.1 -1.7
H -0.880433 0.548837 -2.748157 -1.9 0.6 0.0
H 1.604148 -0.482499 -3.864982 0.0 0.1 0.3
N 0.616321 -0.268287 -3.870590 -0.8 1.6 -1.3
H -0.225371 -1.055738 1.868554 -0.2 1.1 0.7
H 1.157905 -1.468339 -1.702085 -0.1 0.3 0.0
H -0.635922 0.859723 0.437509 -0.4 -0.2 -0.2
H -0.555762 -1.772398 -1.816235 -0.3 0.1 -0.1
C -0.841524 0.924519 2.441109 1.3 -0.4 -0.2


Record 3
20
Properties=species:S:1:pos:R:3:forces:R:3 method="wB97M-V/def2-TZVPD" smiles="NCC/[NH+]=C/[C@@H](N)O" spin_multiplicity=1 mol_weight_g_mol=118.16 homo_lumo_gap_ha=0.239 homo_ha=-0.4750 charge=+1 largest_force_ha_per_bohr=0.1156
H 2.032469 1.419304 0.675162 1.0 0.7 0.1
H 1.927323 -2.482553 -0.672509 0.4 0.5 0.1
H -3.549392 0.969512 0.074836 -0.2 0.1 -0.5
N -2.891203 0.763820 -0.680632 1.9 1.6 1.8
H -2.201977 -0.881482 -1.335221 1.3 -0.4 0.4
N 0.422374 0.417364 1.278078 -1.8 -0.1 -0.9
H 0.461107 -1.774380 -0.752745 0.3 0.4 0.1
C 1.986745 -0.370149 -0.472267 -0.1 -0.7 -0.2
H 0.145437 -0.178090 2.085503 -0.2 -0.5 -1.6
H -0.312349 2.030544 0.201321 0.5 -0.2 -1.0
H 1.465904 0.252740 -1.177801 -0.4 0.3 -0.8
C -0.496498 0.989453 0.454127 2.5 -0.7 2.0
H 3.044453 -0.426403 -0.822178 -0.7 0.2 0.7
H 2.511782 -0.098523 1.549391 -0.3 0.2 1.0
O -1.365186 -0.922538 -0.783407 0.0 1.0 -0.7
C -1.656453 0.233723 0.028708 -4.8 -3.3 1.0
H -2.664606 1.672098 -1.107547 -0.3 -0.4 -0.1
N 1.398935 -1.673374 -0.373479 -0.3 -0.9 0.0
H -2.093172 -0.325687 0.959481 0.8 1.5 -0.7
C 1.834302 0.384620 0.871179 0.3 0.9 -0.7


Record 4
20
Properties=species:S:1:pos:R:3:forces:R:3 method="wB97M-V/def2-TZVPD" smiles="CC(C)=C(N)N(N)N" spin_multiplicity=1 mol_weight_g_mol=116.17 homo_lumo_gap_ha=0.307 homo_ha=-0.2709 largest_force_ha_per_bohr=0.0135
H 3.156874 -0.083822 1.108957 -0.2 0.1 -0.1
N 1.666523 -1.226799 -0.762153 0.0 0.0 0.0
H -2.555702 1.311661 0.677172 -0.1 0.1 0.0
C -1.202136 -1.508862 0.463193 0.2 0.2 0.0
N 1.386934 -0.272194 0.261205 0.6 -0.3 -0.3
H 1.196196 -2.099340 -0.548443 0.0 0.2 0.0
C -2.238923 0.732688 -0.193851 0.3 0.0 0.0
N 2.534516 0.496169 0.553234 0.1 0.1 0.2
H 1.308094 2.176941 0.144975 -0.2 0.1 0.1
H -1.316575 -2.136250 -0.424594 0.0 -0.1 0.0
H -0.366241 -1.879010 1.052464 0.0 -0.1 0.1
C -0.997687 -0.065601 0.103448 0.1 0.0 0.0
H -3.053512 0.065207 -0.464349 -0.1 0.0 0.0
H 3.032030 0.754397 -0.302384 -0.1 -0.2 0.1
H -2.110350 -1.610740 1.055242 -0.1 -0.1 0.1
N 0.414232 1.865468 -0.214437 0.2 0.0 0.0
C 0.214933 0.507544 0.068151 -0.6 -0.1 0.0
H -2.073634 1.422825 -1.019392 -0.1 0.1 -0.1
H -0.339274 2.450673 0.115381 0.1 0.0 0.0
H 1.343703 -0.900955 -1.673820 -0.1 0.0 0.2


Record 5
20
Properties=species:S:1:pos:R:3:forces:R:3 method="wB97M-V/def2-TZVPD" spin_multiplicity=1 mol_weight_g_mol=116.17 homo_lumo_gap_ha="0.313 / 0.313" homo_ha="-0.2950 / -0.2950" largest_force_ha_per_bohr=0.0105
H 2.489502 -0.797042 2.451079 0.0 0.0 -0.1
N -0.064218 -0.279525 1.587991 -0.1 0.1 -0.4
C 2.215630 -0.750318 1.394605 -0.1 0.0 0.0
H -0.185274 -1.306570 1.605196 0.0 0.2 -0.1
H -0.685608 -0.784614 -2.697243 0.0 0.0 0.0
H -2.182649 -1.081517 0.259962 0.1 0.1 0.0
N -1.050704 0.397115 0.996067 0.5 -0.2 0.0
H -2.989732 0.229699 0.851472 0.1 0.0 0.0
C -0.426608 -0.717502 -1.641820 0.0 0.2 0.0
H 1.977492 -1.767679 1.044210 0.0 0.1 0.0
H 0.821356 0.383806 0.047207 0.0 -0.1 0.1
N -2.202594 -0.385883 1.005537 0.1 0.0 0.0
H -0.339545 -1.674133 -1.121292 0.0 0.0 0.0
N 1.135196 0.200270 1.186132 -0.2 0.0 0.0
H -1.042276 2.383950 -1.014501 0.0 0.0 0.0
C -0.324881 1.797442 -1.594881 0.0 0.0 -0.1
H 3.079751 -0.392083 0.837512 0.0 0.0 0.0
C -0.201886 0.430508 -1.014441 -0.2 -0.2 0.2
H 0.626792 2.334666 -1.541427 0.0 0.0 0.0
H -0.649741 1.779410 -2.641367 0.0 0.0 0.1


Record 6
20
Properties=species:S:1:pos:R:3:forces:R:3 method="wB97M-V/def2-TZVPD" spin_multiplicity=1 mol_weight_g_mol=116.17 homo_lumo_gap_ha=0.356 homo_ha=-0.3284 largest_force_ha_per_bohr=0.0378
H 0.427517 -2.278785 -2.837569 -0.4 1.1 1.3
H 3.324932 2.083296 1.001586 -0.5 0.1 0.3
H 0.147413 3.292898 1.874809 -0.2 0.0 0.0
N -0.654651 -3.468084 -1.457230 -1.0 0.0 -0.8
C -0.430078 -1.279799 0.413856 0.3 -0.3 -1.4
N 2.517849 2.469524 1.508374 -1.7 -0.3 -0.9
H 1.496299 1.703780 -0.182097 -0.1 0.0 1.0
H -1.467554 -0.928915 0.461760 0.3 0.1 0.3
C -0.029430 -2.220522 -1.796210 0.2 0.5 0.7
C 1.445087 2.223477 0.815984 0.9 0.3 -1.3
H -1.301491 1.183316 1.410638 0.3 1.1 -0.7
H -1.572087 -3.423966 -1.963749 0.8 -0.3 0.9
H -0.158354 -4.226501 -1.925682 -0.1 0.1 0.1
N -0.003954 -1.207362 -1.012672 0.7 -0.8 -1.1
H -1.878548 2.732399 0.577153 0.5 -0.6 0.2
H -0.874099 1.546091 -0.322014 -0.2 0.2 0.7
H 0.280023 -0.669351 1.009785 -0.7 -0.2 -0.4
H -0.403131 -2.311165 0.735783 -0.1 -0.3 0.3
C -1.037107 2.010895 0.679757 -0.1 -0.3 -0.4
N 0.171364 2.768776 1.007737 1.2 -0.5 1.0


Record 7
20
Properties=species:S:1:pos:R:3:forces:R:3 method="wB97M-V/def2-TZVPD" smiles="C=C(C)N.N=C(N)N" spin_multiplicity=1 mol_weight_g_mol=116.17 homo_lumo_gap_ha=0.320 homo_ha=-0.2935 largest_force_ha_per_bohr=0.0506
H -0.941162 0.099690 -1.649208 1.0 0.1 -0.1
H 0.336525 2.714296 2.681274 0.3 0.2 0.0
H 0.441988 0.624951 3.794500 -0.1 -0.1 -0.3
N -1.890245 0.762404 1.563347 1.1 0.0 1.2
H 1.291933 -1.250168 -4.017061 0.1 0.0 0.4
N 0.591063 -1.927040 -0.725775 -0.4 1.3 -0.1
C 0.181709 0.212812 -1.752643 -1.9 0.5 -1.0
N -0.279754 0.328192 3.158775 -0.4 -0.2 0.0
H 0.320757 0.868560 -2.626300 0.2 -0.3 0.3
H 0.771058 -2.903186 -0.843451 0.1 -0.4 -0.2
H -0.335773 -1.783553 -0.314834 0.5 0.0 0.0
H 0.482859 0.714058 -0.858695 0.5 0.2 0.6
H -0.487347 2.946817 1.245699 0.5 -1.0 0.8
H -2.224227 1.426154 0.881974 0.2 0.2 -0.2
C -0.817441 1.138470 2.193242 -0.6 -0.1 -1.6
H -0.790062 -0.531366 3.341598 0.3 0.6 0.1
N 0.003238 2.251160 1.847441 -1.2 0.4 0.0
C 0.738480 -1.140440 -1.914140 0.3 -2.4 -1.0
C 1.194950 -1.746288 -3.054356 -0.6 1.0 1.6
H 1.411456 -2.805514 -2.951388 0.1 0.1 -0.4


Record 8
21
Properties=species:S:1:pos:R:3:forces:R:3 method="wB97M-V/def2-TZVPD" spin_multiplicity=1 mol_weight_g_mol=132.17 homo_lumo_gap_ha=0.344 homo_ha=-0.3316 largest_force_ha_per_bohr=0.0368
H 2.670049 1.088067 2.025010 0.0 0.0 -0.1
N -2.117009 -0.031713 -1.356798 0.4 0.4 -0.5
H -1.501432 0.379674 1.239769 -0.2 0.0 0.0
O 0.609708 0.685266 1.207797 0.4 -0.2 -0.4
H -3.242610 0.717731 1.023502 0.0 0.0 0.0
C -2.482007 -0.757788 -0.283269 1.2 -0.6 0.3
C 2.698484 0.687474 0.046440 0.1 0.1 -0.2
H -0.310596 -1.380852 -0.332397 0.9 1.6 -0.4
C -2.481379 -0.067736 1.040633 0.0 0.0 0.1
N 0.659329 -0.449281 -0.760854 -1.0 -1.3 0.3
N 3.342790 0.806715 -1.050833 -0.1 -0.1 0.1
H -2.238764 -0.479211 -2.256029 0.0 0.0 0.1
N 3.291833 0.921087 1.249054 -0.1 0.0 0.1
H -2.726451 -0.769450 1.835291 0.0 0.0 0.0
H 1.308140 -0.806101 -1.451131 0.0 0.0 0.1
H -1.197494 -1.719438 -0.025994 -1.2 0.2 -0.1
C 1.218464 0.286073 0.208558 -0.2 0.2 0.4
H -1.168771 0.369621 -1.268346 -0.5 0.0 0.0
H -3.276273 -1.476218 -0.471331 0.2 -0.1 0.0
H 4.183036 1.390151 1.239556 -0.1 0.0 0.0
H 2.760955 0.605931 -1.858629 0.0 0.0 0.1


Record 9
21
Properties=species:S:1:pos:R:3:forces:R:3 method="wB97M-V/def2-TZVPD" spin_multiplicity=1 mol_weight_g_mol=130.18 homo_lumo_gap_ha="0.306 / 0.306" homo_ha="-0.4413 / -0.4413" charge=+1 largest_force_ha_per_bohr=0.1431
C -0.065402 -0.507337 -2.683959 -0.8 1.6 -1.1
H -2.378937 0.486623 3.060931 0.3 0.2 0.1
H -3.757300 -0.343243 1.046928 2.0 0.5 0.3
H 0.320231 -1.187971 -3.379640 0.7 -1.2 -1.0
H 2.326961 -1.823920 -1.792548 -0.6 -0.5 0.3
H 1.247376 0.654604 2.748463 1.3 1.0 1.1
N -0.279961 -0.437973 -0.319277 0.5 0.8 0.2
C -2.135783 0.307770 2.020774 2.7 -0.2 -2.1
H -0.211568 1.377828 3.494256 -1.0 0.1 2.4
C 1.910578 -1.074052 -1.111461 1.1 1.4 -2.6
H 0.449913 2.277920 2.200859 1.2 0.9 0.4
H 0.211899 0.509485 -3.154006 -0.6 -1.0 1.2
H -1.180711 -0.710069 -2.772921 1.2 0.5 0.6
H 2.639586 -0.227468 -1.398333 -1.5 -0.4 0.8
N -2.707848 -0.104957 1.013133 -1.6 -0.1 0.5
H -1.256972 -0.358550 -0.567063 -0.3 -0.1 0.6
N 0.267427 0.105869 0.709004 1.2 -0.4 -2.5
C 0.406755 1.321181 2.680021 0.9 -0.9 -2.4
H 2.066942 -1.328577 -0.091476 -0.1 -0.3 0.7
N -0.298006 0.567202 1.704701 -7.2 -1.5 0.4
N 0.489260 -0.859846 -1.416463 0.5 -0.4 2.0


Record 10
18
Properties=species:S:1:pos:R:3:forces:R:3 method="wB97M-V/def2-TZVPD" spin_multiplicity=2 mol_weight_g_mol=90.15 homo_lumo_gap_ha="0.144 / 0.314" homo_ha="-0.1295 / -0.3039" largest_force_ha_per_bohr=0.0337
C 0.298267 0.008717 0.683688 0.7 -0.4 -1.5
H -1.008059 2.071346 -0.068248 0.1 -0.2 -0.2
H 1.898898 -1.221850 -3.083758 -0.7 -0.1 0.3
H -2.644699 1.422130 -0.106077 0.1 -0.2 -0.1
N 0.787639 -1.299860 0.192832 -0.3 -1.0 0.6
H 1.580959 -1.739667 0.800118 -0.1 0.6 -0.1
H 1.087750 1.693218 1.723567 -0.3 0.1 -0.3
C 1.265942 0.903563 0.993938 0.4 0.8 1.2
C -1.174564 0.099431 0.850223 -0.3 0.3 1.5
C -1.729802 1.477103 0.491058 -0.5 0.7 -0.8
H -2.013667 2.118473 1.324953 0.2 -0.4 0.4
O 0.978849 -1.296970 -2.751489 0.7 0.2 -0.9
H 0.442030 -0.983979 -3.504338 0.2 -0.2 0.6
H -1.653565 -0.716724 0.315770 -0.2 0.2 -0.2
H 2.296419 0.883256 0.672033 0.0 -0.4 -0.2
H 1.073440 -1.433923 -0.786036 -0.2 0.7 0.2
H 0.024820 -1.967893 0.340333 -0.1 -0.2 -0.2
H -1.510659 -0.016371 1.911433 0.4 -0.4 -0.2


Record 11
18
Properties=species:S:1:pos:R:3:forces:R:3 method="wB97M-V/def2-TZVPD" spin_multiplicity=1 mol_weight_g_mol=90.15 homo_lumo_gap_ha=0.392 homo_ha=-0.5246 charge=+1 largest_force_ha_per_bohr=0.0499
H 1.285447 -0.768401 -1.258277 -0.3 0.1 0.1
C 0.546154 1.640926 2.389750 -1.9 -0.7 -1.6
H 2.733207 0.898572 0.758420 -0.5 -0.4 -1.1
O -3.227966 -2.375513 -3.514788 -1.5 -0.3 0.9
H -0.819328 -0.678679 0.011245 0.6 1.3 -1.5
H 1.058562 -0.342171 2.569389 -0.3 -0.2 0.4
H 2.266298 -0.821078 0.703263 0.1 0.6 0.7
H -0.922991 0.784109 -0.981003 -0.8 -0.4 -0.9
H -3.429743 -3.273951 -3.211089 0.8 -0.3 -0.3
H 1.393820 1.019442 -1.289994 -0.7 -0.1 -0.3
C 1.084569 0.513179 1.916698 0.4 -0.4 0.4
C 1.071886 0.149890 -0.716252 0.7 1.1 1.9
N -0.385012 0.238364 -0.335023 -0.5 -0.2 2.5
C 1.864677 0.208436 0.666806 0.9 -0.7 -0.3
H -4.106624 -2.027813 -3.252243 0.7 0.6 -0.5
H -0.200897 1.526553 3.149025 0.4 0.0 1.2
H 0.276048 2.507209 1.799462 1.0 0.5 -0.2
H -0.488108 0.800927 0.594610 0.8 -0.7 -1.3


Record 12
18
Properties=species:S:1:pos:R:3:forces:R:3 method="wB97M-V/def2-TZVPD" spin_multiplicity=1 mol_weight_g_mol=90.15 homo_lumo_gap_ha=0.401 homo_ha=-0.5273 charge=+1 largest_force_ha_per_bohr=0.0254
H -0.311705 1.333484 2.843739 -0.1 0.1 -0.2
O -0.891173 -2.640597 -1.477268 0.1 -0.4 -0.2
H -0.782869 -0.706209 0.270980 -0.2 0.1 0.0
N -0.826475 0.081037 -1.691231 -0.1 0.6 -1.0
H -0.372112 -3.473339 -1.416741 -0.7 0.7 -0.2
H 0.988510 -0.320384 2.039902 -0.2 -0.2 -0.5
C 1.239307 0.604396 1.521024 -0.3 0.6 0.4
H -0.403888 0.734308 -2.347044 0.7 0.4 0.4
C 0.720883 0.749798 0.104588 0.0 0.1 1.1
C 0.551501 1.734954 2.312592 -0.1 1.0 0.8
C -0.361434 0.110223 -0.296207 0.8 -0.7 -0.2
H 1.091881 2.323974 3.066984 0.6 -0.9 -0.1
H -0.610868 -0.852903 -2.089230 -0.5 -0.2 0.4
H 0.214906 2.566620 1.697207 -0.3 -0.2 -0.5
H -1.811922 0.320730 -1.808745 -0.3 -0.5 0.3
H -1.790224 -2.859126 -1.776326 0.5 -0.4 0.2
H 1.189843 1.584233 -0.401888 0.0 -0.2 -0.6
H 2.324024 0.652517 1.543750 0.1 0.3 -0.2


Repeat the tenth record exactly.
18
Properties=species:S:1:pos:R:3:forces:R:3 method="wB97M-V/def2-TZVPD" spin_multiplicity=2 mol_weight_g_mol=90.15 homo_lumo_gap_ha="0.144 / 0.314" homo_ha="-0.1295 / -0.3039" largest_force_ha_per_bohr=0.0337
C 0.298267 0.008717 0.683688 0.7 -0.4 -1.5
H -1.008059 2.071346 -0.068248 0.1 -0.2 -0.2
H 1.898898 -1.221850 -3.083758 -0.7 -0.1 0.3
H -2.644699 1.422130 -0.106077 0.1 -0.2 -0.1
N 0.787639 -1.299860 0.192832 -0.3 -1.0 0.6
H 1.580959 -1.739667 0.800118 -0.1 0.6 -0.1
H 1.087750 1.693218 1.723567 -0.3 0.1 -0.3
C 1.265942 0.903563 0.993938 0.4 0.8 1.2
C -1.174564 0.099431 0.850223 -0.3 0.3 1.5
C -1.729802 1.477103 0.491058 -0.5 0.7 -0.8
H -2.013667 2.118473 1.324953 0.2 -0.4 0.4
O 0.978849 -1.296970 -2.751489 0.7 0.2 -0.9
H 0.442030 -0.983979 -3.504338 0.2 -0.2 0.6
H -1.653565 -0.716724 0.315770 -0.2 0.2 -0.2
H 2.296419 0.883256 0.672033 0.0 -0.4 -0.2
H 1.073440 -1.433923 -0.786036 -0.2 0.7 0.2
H 0.024820 -1.967893 0.340333 -0.1 -0.2 -0.2
H -1.510659 -0.016371 1.911433 0.4 -0.4 -0.2